Entry 1:
{"formula": "C4H11BaO3", "method": "ωB97M-V with the def2-TZVPD basis set", "total_charge": 1, "e_tot_ha": -409.97075, "species": ["C", "O", "H", "H", "H", "H", "C", "C", "O", "C", "H", "H", "H", "H", "H", "H", "H", "Ba", "O"], "coordinates": [[-0.1321, -2.0944, -2.8998], [0.4313, -3.0945, -1.8501], [-1.1070, -1.5878, -2.8310], [0.6436, -1.3920, -3.2415], [-0.4405, -2.8183, -3.6648], [0.2744, -3.9879, -2.1624], [0.0022, 1.1686, -0.5203], [0.0065, 1.7628, 0.8798], [0.2091, 0.7482, 1.8782], [0.1744, 1.2192, 3.2225], [1.0408, 1.1723, -0.9008], [-0.6026, 1.8419, -1.1548], [-0.9746, 2.2146, 1.0907], [0.8440, 2.4671, 0.9826], [0.3490, 0.3652, 3.8840], [0.9630, 1.9662, 3.3767], [-0.8055, 1.6682, 3.4328], [-0.3515, -1.4969, 1.0544], [-0.5244, -0.1224, -0.5762]]}

***

Entry 2:
{"formula": "C3H7NO2", "method": "ωB97M-V with the def2-TZVPD basis set", "e_tot_ha": -323.75955, "smiles": "C[C@@H](O)C(N)=O", "species": ["C", "C", "O", "C", "O", "N", "H", "H", "H", "H", "H", "H", "H"], "coordinates": [[0.0087, -1.6164, -0.1280], [0.6358, -0.2286, -0.0030], [1.1245, 0.2919, -1.2230], [-0.2580, 0.7342, 0.7946], [-0.5026, 0.4689, 1.9599], [-0.6812, 1.8999, 0.2333], [-0.4440, -1.9024, 0.8245], [0.7710, -2.3574, -0.3871], [-0.7715, -1.6449, -0.8994], [1.5104, -0.3218, 0.6482], [0.5116, 0.0657, -1.9320], [-0.7414, 2.0882, -0.7520], [-1.1634, 2.5225, 0.8640]]}

***

Entry 3:
{"formula": "C16H21NO3", "method": "ωB97M-V with the def2-TZVPD basis set", "e_tot_ha": -902.81087, "smiles": "CCCC(=O)OCC(=O)N[C@@H]1CCCc2ccccc21", "species": ["C", "C", "H", "H", "C", "C", "O", "O", "C", "H", "H", "C", "O", "N", "H", "C", "C", "C", "C", "C", "C", "C", "C", "C", "C", "H", "H", "H", "H", "H", "H", "H", "H", "H", "H", "H", "H", "H", "H", "H", "H"], "coordinates": [[-3.7502, -2.7527, 0.4875], [-3.1497, -1.4503, -0.0230], [-2.0872, -1.5969, -0.2314], [-3.6318, -1.1560, -0.9565], [-3.3194, -0.3164, 0.9915], [-2.8287, 0.9917, 0.4196], [-3.0644, 1.4014, -0.6837], [-2.0644, 1.6510, 1.3111], [-1.5186, 2.8935, 0.8857], [-2.2830, 3.4939, 0.3826], [-1.1851, 3.4063, 1.7899], [-0.3355, 2.7474, -0.0831], [0.0788, 3.6940, -0.7129], [0.1747, 1.5083, -0.1392], [-0.1945, 0.7948, 0.4697], [1.2283, 1.1108, -1.0630], [2.3708, 0.5704, -0.2427], [3.3889, 1.4073, 0.1894], [4.3897, 0.9224, 1.0130], [4.3742, -0.4036, 1.4105], [3.3634, -1.2439, 0.9772], [2.3538, -0.7645, 0.1567], [1.2725, -1.6477, -0.3913], [1.1257, -1.3310, -1.8791], [0.6627, 0.1110, -2.0956], [-0.4274, 0.1613, -2.0392], [0.9464, 0.4297, -3.0985], [2.0982, -1.4804, -2.3535], [0.4170, -2.0154, -2.3482], [0.3239, -1.4657, 0.1236], [1.5309, -2.6981, -0.2460], [3.3564, -2.2819, 1.2786], [5.1537, -0.7860, 2.0528], [5.1808, 1.5783, 1.3442], [3.3915, 2.4420, -0.1205], [1.5281, 2.0381, -1.5609], [-4.3812, -0.1980, 1.2209], [-2.7880, -0.5265, 1.9204], [-3.6101, -3.5453, -0.2431], [-4.8162, -2.6377, 0.6685], [-3.2750, -3.0556, 1.4181]]}

***

Entry 4:
{"formula": "C18H23FN6O4", "method": "ωB97M-V with the def2-TZVPD basis set", "e_tot_ha": -1429.15906, "smiles": "Cc1nccn1[C@H](C)C(=O)NC[C@@H]1CCCN(C(=O)c2nc(O)nc(O)c2F)C1", "species": ["C", "C", "N", "C", "C", "N", "C", "C", "C", "O", "N", "C", "C", "C", "C", "C", "N", "C", "O", "C", "N", "C", "O", "N", "C", "O", "C", "F", "C", "H", "H", "H", "H", "H", "H", "H", "H", "H", "H", "H", "H", "H", "H", "H", "H", "H", "H", "H", "H", "H", "H", "H"], "coordinates": [[-2.9599, -0.1696, -2.0087], [-2.6091, 1.1886, -1.5095], [-2.3192, 2.2244, -2.2615], [-2.0633, 3.2603, -1.3935], [-2.2029, 2.8452, -0.1062], [-2.5528, 1.5129, -0.1832], [-2.8796, 0.6710, 0.9590], [-4.2004, 1.0649, 1.5942], [-1.7252, 0.7151, 1.9745], [-1.9018, 0.9991, 3.1435], [-0.5142, 0.4584, 1.4339], [0.7084, 0.5014, 2.2111], [1.9197, 1.0328, 1.4336], [1.6764, 2.4303, 0.8120], [1.9005, 2.4452, -0.7031], [1.1755, 1.3148, -1.4132], [1.4610, 0.0301, -0.7501], [1.0820, -1.0918, -1.3975], [0.2405, -1.1098, -2.2774], [1.6731, -2.4016, -0.9262], [2.9256, -2.6818, -1.2991], [3.3653, -3.8723, -0.9444], [4.6149, -4.1680, -1.3176], [2.7061, -4.8050, -0.2565], [1.4757, -4.5108, 0.1163], [0.7737, -5.3999, 0.8154], [0.9070, -3.2815, -0.2074], [-0.3380, -2.9739, 0.1833], [2.4049, 0.0520, 0.3645], [-2.9096, -0.1468, -3.0935], [-2.2578, -0.9274, -1.6577], [-3.9699, -0.4595, -1.7093], [-1.7973, 4.2427, -1.7479], [-2.0985, 3.3511, 0.8391], [-2.9375, -0.3548, 0.5876], [-4.4193, 0.4145, 2.4381], [-4.1564, 2.0887, 1.9629], [-4.9994, 0.9883, 0.8570], [-0.4666, 0.1998, 0.4633], [0.5085, 1.1467, 3.0663], [0.9399, -0.4923, 2.6125], [2.7188, 1.1041, 2.1760], [0.6561, 2.7529, 1.0317], [2.3455, 3.1583, 1.2717], [1.5424, 3.3844, -1.1258], [2.9706, 2.3939, -0.9188], [0.0987, 1.4999, -1.4093], [1.4635, 1.2411, -2.4628], [4.8107, -5.0613, -1.0039], [1.3337, -6.1811, 0.9375], [3.4032, 0.3255, 0.0133], [2.4769, -0.9493, 0.7857]]}

***

Entry 5:
{"formula": "C4H8N2", "method": "ωB97M-V with the def2-TZVPD basis set", "e_tot_ha": -266.62664, "smiles": "C/C=N/CC#N.[H][H]", "species": ["C", "C", "N", "C", "C", "N", "H", "H", "H", "H", "H", "H", "H", "H"], "coordinates": [[0.2391, -0.3030, -1.9043], [0.3545, -0.1528, -0.4460], [-0.3465, 0.7094, 0.1578], [-0.0913, 0.9757, 1.5498], [0.6404, -0.0924, 2.2550], [1.2205, -0.9699, 2.7354], [0.4900, -1.2820, -2.3278], [-0.6440, 0.1414, -2.3701], [-1.7787, -1.1200, -0.9490], [1.1619, -0.7431, 0.0035], [1.0919, 0.4049, -1.9779], [-1.7736, -0.6199, -0.3972], [-1.0463, 1.1468, 2.0542], [0.4822, 1.9050, 1.6166]]}

***

Entry 6:
{"formula": "C5H7NO", "method": "ωB97M-V with the def2-TZVPD basis set", "e_tot_ha": -324.55760, "species": ["C", "C", "C", "N", "C", "C", "O", "H", "H", "H", "H", "H", "H", "H"], "coordinates": [[-1.1844, 1.4284, -0.7584], [2.2628, -0.3178, 0.3904], [-1.0349, -0.1257, 0.5673], [-1.2527, -1.3357, -0.0748], [0.0978, 0.9397, -0.5380], [1.0039, 0.2631, -0.0426], [-1.3426, 0.1615, 1.6860], [-2.1542, -1.7288, 0.1623], [-1.0066, -1.3518, -1.0526], [-1.6744, 1.2189, -1.7014], [-1.5082, 2.2908, -0.1905], [2.4258, -0.1020, 1.4502], [2.2487, -1.4049, 0.2751], [3.1188, 0.0642, -0.1730]]}

***

| no. | HOMO level (eV) | lowest unoccupied orbital energy (eV) | orbital gap (eV) |
| --- | --- | --- | --- |
| 1 | -12.8 | -3.72 | 9.11 |
| 2 | -9.7 | 0.68 | 10.33 |
| 3 | -9.1 | 0.67 | 9.73 |
| 4 | -8.6 | 0.35 | 8.94 |
| 5 | -10.3 | 1.01 | 11.36 |
| 6 | -7.4 | 0.74 | 8.19 |